# 1
{"formula": "C3H6N2", "method": "the ωB97M-V functional and the def2-TZVPD basis", "symbols": ["C", "N", "N", "C", "C", "H", "H", "H", "H", "H", "H"], "coordinates": [[-1.77, 0.08, 0.06], [-1.09, -1.01, -0.09], [0.24, -1.27, -0.25], [0.83, 0.15, -0.76], [1.13, -0.21, 0.67], [-2.83, 0.22, -0.07], [-1.20, 1.12, 0.26], [1.91, -0.18, -1.21], [0.27, 1.17, -1.07], [2.01, -0.39, 0.92], [0.51, 0.33, 1.53]], "lumo_ev": 0.93, "relative_energy_kcal_mol": 134.46, "homo_ev": -8.8}

=====

# 2
{"formula": "C3H6N2", "method": "the ωB97M-V functional and the def2-TZVPD basis", "symbols": ["C", "N", "C", "C", "N", "H", "H", "H", "H", "H", "H"], "coordinates": [[-1.14, 0.74, 1.18], [-0.26, 0.24, 0.10], [0.98, -1.26, -0.67], [0.89, -0.34, -1.75], [0.58, 0.64, -2.29], [-1.15, 1.84, 1.03], [-0.84, 0.58, 2.22], [-2.18, 0.42, 1.04], [0.61, 0.75, 0.25], [2.00, -1.38, -0.27], [0.51, -2.23, -0.85]], "lumo_ev": [-0.50, -0.50], "relative_energy_kcal_mol": 106.59, "homo_ev": [-9.3, -9.3]}

=====

# 3
{"formula": "C3H6N2", "method": "the ωB97M-V functional and the def2-TZVPD basis", "symbols": ["C", "C", "C", "N", "N", "H", "H", "H", "H", "H", "H"], "coordinates": [[1.23, -0.40, 0.68], [-0.12, -0.67, 1.06], [-1.09, 0.30, 0.50], [-1.00, 0.99, -0.70], [-0.07, 0.70, -1.68], [1.79, -1.17, 1.14], [1.62, 0.33, 0.03], [-0.43, -1.15, 1.93], [-2.12, 0.35, 0.95], [-0.38, 0.89, -2.58], [0.57, -0.16, -1.32]], "lumo_ev": 0.25, "relative_energy_kcal_mol": 88.14, "homo_ev": -8.1}

=====

# 4
{"formula": "C3H6N2", "method": "the ωB97M-V functional and the def2-TZVPD basis", "symbols": ["C", "N", "N", "C", "C", "H", "H", "H", "H", "H", "H"], "coordinates": [[0.03, -1.27, 1.93], [0.51, -0.94, 0.61], [-0.74, -0.76, -0.10], [-0.69, 0.16, -1.00], [0.37, 1.08, -1.19], [0.87, -1.27, 2.68], [-1.15, -1.34, 2.35], [-1.58, 0.18, -1.57], [1.06, 1.16, -0.26], [0.29, 2.22, -1.36], [1.03, 0.78, -2.10]], "lumo_ev": 0.32, "relative_energy_kcal_mol": 90.47, "homo_ev": -9.3}

=====

# 5
{"formula": "C3H6N2", "method": "the ωB97M-V functional and the def2-TZVPD basis", "symbols": ["C", "N", "C", "N", "C", "H", "H", "H", "H", "H", "H"], "coordinates": [[-1.75, 1.16, 0.27], [-0.86, 0.34, -0.56], [-0.39, -0.72, -0.58], [0.65, -1.41, -0.77], [1.90, -1.02, -0.01], [-1.79, 2.21, -0.24], [-2.84, 0.80, 0.30], [-1.27, 1.30, 1.20], [1.67, 0.04, -0.04], [1.70, -1.66, 0.87], [2.98, -1.04, -0.43]], "lumo_ev": 0.71, "relative_energy_kcal_mol": 77.14, "homo_ev": -8.8}

=====

# 6
{"formula": "C3H6N2", "method": "the ωB97M-V functional and the def2-TZVPD basis", "symbols": ["H", "N", "N", "C", "C", "C", "H", "H", "H", "H", "H"], "coordinates": [[2.83, -0.45, -0.77], [1.83, -0.46, -1.02], [1.17, -0.05, -0.04], [-0.23, -0.07, -0.09], [-0.96, -1.15, -0.36], [-0.57, 1.17, 0.68], [-2.02, -1.16, -0.15], [-0.53, -1.98, -0.89], [-1.11, 1.87, 0.06], [-1.06, 0.98, 1.63], [0.64, 1.30, 0.95]], "lumo_ev": 0.27, "relative_energy_kcal_mol": 76.79, "homo_ev": -9.1}

=====

Question: Which formula does entry 3 have?
Answer: C3H6N2

=====

Repeat the fourth record exactly.
{"formula": "C3H6N2", "method": "the ωB97M-V functional and the def2-TZVPD basis", "symbols": ["C", "N", "N", "C", "C", "H", "H", "H", "H", "H", "H"], "coordinates": [[0.03, -1.27, 1.93], [0.51, -0.94, 0.61], [-0.74, -0.76, -0.10], [-0.69, 0.16, -1.00], [0.37, 1.08, -1.19], [0.87, -1.27, 2.68], [-1.15, -1.34, 2.35], [-1.58, 0.18, -1.57], [1.06, 1.16, -0.26], [0.29, 2.22, -1.36], [1.03, 0.78, -2.10]], "lumo_ev": 0.32, "relative_energy_kcal_mol": 90.47, "homo_ev": -9.3}